Here is a molecular structure, C45H46AsFeN4O3PS2Se2 at a distorted geometry from the OMol25 dataset. Energies are from the ωB97M-V functional and the def2-TZVPD basis.

XYZ file:
```
105
Properties=species:S:1:pos:R:3:forces:R:3:mulliken_spin:R:1
C 5.203 -2.291 2.638 0.08 -0.03 0.10 0.0000
H -3.025 -5.285 0.195 -0.04 0.01 0.11 0.0001
C -1.376 -4.573 -3.224 -0.05 -0.14 -0.01 0.0000
H -2.207 -0.373 2.149 -0.14 0.05 -0.06 -0.0052
C 0.285 3.777 3.264 0.00 0.18 -0.04 -0.0026
C -1.403 -3.588 -2.253 0.11 0.28 0.07 -0.0054
S -1.903 -2.501 0.216 -1.46 -0.66 -0.45 0.0077
H -7.367 -2.108 1.664 -0.09 0.02 0.05 0.0000
H -1.439 -1.844 -4.879 0.06 0.07 0.05 -0.0002
H -0.959 -2.611 -2.414 0.04 0.01 0.02 0.0054
H -4.327 6.979 0.833 -0.08 0.01 0.03 0.0000
C 5.505 -1.146 3.354 0.02 0.03 0.13 0.0000
P -0.991 3.365 0.817 -0.21 0.31 0.05 0.0367
C 4.445 -2.120 -1.769 0.04 0.01 0.00 0.0011
H 1.451 -0.737 -6.562 -0.13 0.03 -0.01 0.0004
As 0.058 0.215 -4.642 -0.13 -0.03 -0.83 0.0118
H 5.812 -1.159 -4.712 0.07 -0.01 -0.06 0.0000
H 2.048 -0.467 5.819 0.05 0.04 -0.14 -0.0001
C -1.420 7.067 -0.884 -0.06 0.14 -0.05 0.0013
H 5.665 -3.113 -3.207 0.04 -0.11 0.00 0.0000
C -2.531 -6.068 -1.736 0.01 -0.02 0.06 0.0002
H -3.418 4.776 1.487 -0.05 0.00 0.09 0.0005
H 6.125 -1.202 4.238 0.06 0.00 0.04 0.0000
Fe -0.135 0.317 -0.123 -0.22 -0.77 0.56 3.6959
H 2.651 1.006 -0.501 -0.22 0.04 0.18 -0.0014
O 2.210 0.296 -0.016 0.19 0.19 -0.29 0.0174
H 2.902 0.217 4.491 0.03 -0.09 0.01 -0.0001
C -2.651 7.477 -0.402 0.05 0.07 -0.04 0.0010
C -1.608 5.032 0.369 0.20 -0.36 0.03 -0.0105
H 5.229 0.975 3.479 0.03 0.07 0.01 0.0000
C 4.203 0.137 1.800 -0.01 0.06 -0.09 0.0044
C -1.998 -3.848 -1.032 0.24 0.30 0.26 0.0058
H -3.059 8.430 -0.704 -0.04 0.07 -0.01 0.0001
H 0.055 5.508 -0.887 0.03 -0.01 0.03 0.0009
C -0.884 3.347 2.650 -0.09 0.01 -0.39 0.0085
O 2.242 -3.218 -0.310 0.11 -0.51 -0.02 0.0049
N 2.027 0.079 4.971 0.31 0.07 0.21 0.0001
C 3.773 -0.952 -1.413 -0.05 0.16 -0.32 -0.0120
C -0.898 5.844 -0.501 0.13 -0.08 0.03 0.0027
O 0.733 -1.681 0.243 -0.99 0.64 0.05 0.0305
C -4.640 -2.380 -0.302 -0.03 0.00 -0.10 0.0010
C 0.813 0.489 2.923 -0.07 -0.01 0.03 0.0120
C 0.902 -0.051 4.222 -0.74 0.05 0.00 -0.0045
C -5.372 -2.423 2.370 -0.13 -0.02 0.02 0.0001
H 1.070 4.215 2.661 0.06 -0.07 0.02 -0.0006
C 3.862 0.142 -2.273 0.03 -0.04 0.19 0.0028
H 4.671 0.943 -4.077 -0.01 0.03 -0.04 0.0000
C -1.738 2.642 4.777 -0.02 0.12 0.09 0.0009
C 1.584 -0.682 -5.482 -0.18 0.12 0.26 0.0036
C 1.876 -2.083 -0.073 0.97 0.90 -0.22 0.0000
Se 0.993 3.059 0.050 -0.23 -0.07 -0.10 0.0287
C -1.523 -0.810 -5.211 0.23 0.18 0.29 -0.0005
H 3.364 1.082 -2.072 -0.06 -0.02 -0.02 0.0006
C -3.364 6.660 0.463 -0.13 0.02 0.08 0.0001
N -1.800 -1.157 -0.589 0.85 0.66 0.22 0.0263
H 3.829 1.100 1.481 -0.07 0.02 0.00 -0.0006
N -0.154 -0.639 4.787 0.48 0.05 0.12 0.0005
C 0.443 3.627 4.628 0.11 0.13 0.09 0.0006
H -0.087 1.792 -6.681 -0.01 -0.15 -0.02 0.0005
C 5.248 -1.102 -3.793 -0.02 0.11 -0.10 -0.0002
H -2.602 -0.956 -1.177 0.01 -0.04 0.00 -0.0020
C -1.907 2.807 3.413 -0.11 0.08 -0.01 -0.0037
H -6.718 -2.084 -0.713 -0.03 0.01 -0.04 0.0000
N -0.280 0.354 2.198 0.36 -0.56 -0.09 0.0164
H -5.661 -2.432 3.410 0.01 -0.02 0.08 -0.0001
C 3.884 -1.011 1.081 -0.03 0.09 0.27 -0.0082
H 1.632 1.050 2.499 0.11 -0.02 -0.17 -0.0090
C -4.042 -2.587 2.016 0.21 -0.03 -0.09 0.0005
H -3.285 -2.721 2.773 0.12 -0.02 0.12 0.0002
H 4.384 -2.988 -1.138 -0.06 -0.05 0.09 -0.0002
C 5.162 -2.193 -2.947 0.06 -0.05 -0.03 0.0001
C -6.332 -2.237 1.389 -0.04 -0.05 0.10 0.0001
C -3.679 -2.559 0.680 0.49 0.03 0.09 -0.0017
H 1.349 3.965 5.108 0.11 0.00 0.02 0.0000
C 2.974 -0.892 -0.131 -0.71 -1.01 0.17 0.0193
C -1.318 -0.282 2.753 -0.11 0.03 0.06 0.0119
C -0.084 1.916 -5.599 0.01 -0.15 0.22 0.0035
C 4.996 0.071 2.932 0.15 0.02 0.09 0.0001
H -1.892 -6.589 -3.710 -0.04 -0.08 -0.08 0.0000
C 4.599 0.069 -3.443 0.12 0.08 -0.12 -0.0001
H -2.530 2.204 5.367 -0.07 -0.08 0.07 0.0000
C -1.935 -5.813 -2.961 0.06 -0.01 -0.15 0.0000
H -4.349 -2.350 -1.343 0.00 -0.04 -0.11 -0.0007
H -1.610 -0.784 -6.296 0.10 0.05 -0.02 -0.0002
H -0.419 2.885 6.444 0.02 0.01 0.08 -0.0001
H 4.130 -3.140 1.007 -0.08 -0.06 -0.11 0.0005
H -2.107 -1.192 4.534 -0.12 -0.08 -0.04 0.0007
H -0.998 2.422 -5.282 0.07 -0.11 0.03 0.0000
H 0.767 2.531 -5.301 -0.06 -0.12 0.02 -0.0003
H -2.413 -0.363 -4.765 0.13 0.01 0.01 -0.0004
C 4.391 -2.230 1.519 0.02 0.00 -0.04 0.0003
C -5.968 -2.224 0.052 0.07 -0.01 -0.10 0.0005
Se -2.461 1.930 0.142 0.37 0.03 -0.07 0.0509
C -0.558 3.039 5.384 -0.09 -0.09 0.06 -0.0003
H -0.906 -4.388 -4.181 0.04 0.03 -0.02 0.0000
S 0.319 0.664 -2.629 0.21 0.16 -0.23 0.0527
C -2.561 -5.085 -0.760 0.02 0.01 0.06 -0.0018
H 5.598 -3.244 2.959 -0.01 -0.09 0.02 0.0000
H 1.706 -1.685 -5.073 -0.07 0.08 0.07 -0.0003
C -1.253 -0.737 4.053 0.00 0.05 -0.32 -0.0012
H 2.483 -0.107 -5.255 -0.11 -0.02 0.06 -0.0005
C -2.849 5.435 0.845 0.04 0.00 -0.03 0.0027
H -2.824 2.493 2.934 0.01 -0.12 -0.06 -0.0010
H -2.963 -7.040 -1.544 -0.04 -0.02 0.06 0.0000
H -0.864 7.697 -1.563 0.03 0.06 -0.05 0.0000
```
Forces are in eV/Å.

Electronic energy ... -11627.2979 Ha
Multiplicity ... 5
LUMO (spin up / spin down) ... 0.311 / 0.309 eV
Gap between HOMO and LUMO (spin up / spin down) ... 7.57 / 7.71 eV